1.
A structure of composition C30H36CsN6O4S2Te. Source: the Open Molecules 2025 dataset; level of theory: wB97M-V/def2-TZVPD.

- highest occupied orbital energy (eV) = -2.90
- Kohn-Sham gap (eV) = 4.0
- maximum force (eV/Å) = 2.6
- energy (eV) = -78336.7757

```
! RIJCOSX wB97M-V def2-TZVPD def2/J DEFGRID3
* xyz -1 1
Cs 0.11 0.59 -0.66
Te 0.66 -2.39 -2.58
S -1.25 3.73 0.55
S -4.22 4.47 0.58
O 1.96 -1.00 -0.43
O 3.99 -0.66 0.47
O 2.90 4.50 0.42
O 2.62 5.38 -1.60
N 3.06 1.96 -0.71
N 2.24 1.25 4.51
N -2.43 -1.07 3.42
N 1.71 1.34 2.07
N -2.78 1.56 2.49
N -3.27 2.71 2.09
C 3.17 1.73 -3.46
C -2.87 -5.57 -6.97
C -3.18 -1.68 6.02
C -1.91 -3.49 -3.93
C -2.37 -2.31 3.88
C 0.11 -4.12 -5.09
C -3.64 5.30 -0.92
C -3.25 -0.38 5.56
C 3.07 -0.42 -0.33
C 0.86 2.30 2.77
C 3.41 1.83 3.78
C 3.01 2.98 -2.88
C -2.87 -0.09 4.23
C -2.64 -4.18 -4.89
C -3.01 1.26 3.73
C -0.65 -4.80 -6.02
C 2.98 3.05 -1.49
C -2.74 -2.68 5.17
C -2.64 -2.80 -2.81
C 1.47 -0.01 2.55
C -0.50 -3.44 -4.02
C 3.26 0.61 -2.66
C 1.04 2.12 4.30
C 3.11 1.71 2.26
C 2.84 4.34 -0.77
C -2.04 -4.84 -5.95
C -2.82 3.46 1.13
C 3.18 0.77 -1.28
C 1.96 -0.13 4.01
C 1.61 -4.13 -5.24
H 3.73 0.94 1.80
H 3.30 2.65 1.75
H 3.22 1.63 -4.54
H -3.73 -4.21 -4.80
H -2.69 -3.71 5.49
H 2.93 3.88 -3.46
H -0.15 -5.32 -6.84
H -3.42 2.00 4.42
H 2.01 -0.71 1.92
H -4.08 6.30 -0.95
H 2.88 -0.70 4.08
H 2.48 6.15 -1.04
H 2.45 1.21 5.50
H -2.51 -1.72 -2.88
H -2.23 -3.11 -1.85
H -3.93 4.73 -1.80
H -3.48 -1.92 7.03
H 1.20 3.06 4.82
H 4.30 1.28 4.06
H -2.24 -6.03 -7.73
H -3.71 -3.03 -2.84
H -3.48 -6.35 -6.51
H 1.99 -3.11 -5.35
H 3.38 -0.38 -3.09
H 2.08 -4.53 -4.34
H 0.40 -0.22 2.49
H -0.18 2.14 2.50
H -3.55 -4.88 -7.48
H 3.51 2.87 4.10
H 1.14 3.30 2.44
H -2.56 5.36 -0.84
H 1.92 -4.72 -6.10
H -3.60 0.42 6.19
H 1.20 -0.59 4.66
H -2.00 -3.06 3.18
H 0.17 1.61 4.73
*
```

***

2.
A structure of composition C27H74B2F8O11V2. Source: the Open Molecules 2025 dataset; level of theory: wB97M-V/def2-TZVPD.

- highest occupied orbital energy (spin up / spin down) (eV) = -7.05 / -9.26
- Kohn-Sham gap (spin up / spin down) (eV) = 7.1 / 9.3
- <S²> = 12.006
- maximum force (eV/Å) = 4.5
- energy (eV) = -126206.5306

```
! RIJCOSX wB97M-V def2-TZVPD def2/J DEFGRID3
* xyz 0 7
V 0.89 0.80 -2.18
V 2.14 1.57 0.73
F -1.96 2.02 0.53
F 6.10 1.08 0.49
F -0.95 1.44 -1.40
F -2.94 0.66 -0.98
F 5.64 0.34 -1.52
F -2.82 2.81 -1.41
F 3.99 0.83 -0.11
F 5.26 -0.99 0.19
O 1.11 -0.10 -0.22
O -0.39 -0.97 -2.88
O 1.81 2.41 -1.17
O -1.43 -5.51 3.39
O 3.19 3.39 1.48
O 0.66 1.95 -4.02
O -4.75 -2.65 2.23
O 2.98 0.51 2.54
O 0.31 2.00 1.73
O 2.92 0.22 -2.87
O -4.56 -1.22 -0.21
C -5.91 -2.75 -1.46
C -0.70 -4.96 2.30
C 4.19 -0.27 -4.76
C -0.92 1.82 3.71
C -4.85 -2.14 4.57
C 2.75 -1.84 2.30
C -0.67 2.58 -5.87
C -0.32 4.01 2.59
C -5.02 -1.63 3.16
C 3.51 -2.00 -3.07
C -5.40 -1.31 -1.35
C -0.35 4.11 -3.92
C 0.68 -5.62 2.36
C -6.54 -0.28 -1.19
C 0.18 2.62 2.98
C -1.89 -2.28 -1.69
C -4.33 -0.28 2.82
C 4.12 4.10 0.74
C 3.44 5.26 -0.01
C -0.75 -3.43 2.41
C 2.21 -0.63 3.04
C -0.49 2.67 -4.33
C -0.02 -3.34 -2.97
C 3.11 -0.78 -3.82
C -0.45 -2.13 -2.16
C 5.29 4.62 1.59
C 2.57 -0.79 4.48
B -2.19 1.76 -0.80
B 5.25 0.32 -0.28
H -4.31 0.36 3.71
H -1.22 -5.33 1.41
H -6.12 -3.03 -2.49
H 2.09 0.00 5.06
H 3.06 3.86 2.30
H -2.24 -1.53 -0.99
H -0.23 -3.04 1.54
H -2.00 -3.26 -1.23
H -0.49 1.58 -6.27
H -6.18 0.74 -1.36
H 2.90 -1.70 1.23
H -1.20 -0.95 -3.38
H 2.21 -2.76 2.50
H -5.57 -2.93 4.75
H -2.37 -5.53 3.19
H -5.14 -3.47 -1.16
H 3.80 -1.94 2.60
H -0.57 4.11 -2.85
H 3.44 -2.92 -3.66
H -1.81 1.57 3.12
H -1.12 4.80 -4.28
H -1.71 2.77 -6.12
H 4.54 -1.94 -2.74
H 1.83 3.30 -1.56
H 0.96 -3.09 -3.39
H 1.11 -5.48 3.35
H -3.26 -0.37 2.63
H 0.45 4.60 2.08
H -6.84 -2.94 -0.92
H -0.59 4.59 3.47
H -1.35 2.39 4.53
H 5.05 0.06 -4.17
H 2.16 -0.99 -4.31
H -5.01 -1.31 5.26
H 0.63 4.54 -4.09
H -4.55 -2.16 1.43
H 2.75 4.85 -0.75
H 3.65 -0.78 4.62
H 3.88 0.43 2.88
H 4.95 5.25 2.42
H -7.27 -0.47 -1.97
H -0.58 2.02 1.37
H 1.37 2.31 -4.58
H 3.75 0.48 -5.42
H -4.76 -1.09 -2.20
H 0.13 -4.26 -2.40
H 1.12 2.60 3.52
H 1.15 -0.56 2.81
H 0.20 -2.05 -1.29
H 0.77 -0.98 0.05
H -0.26 -3.10 3.32
H -0.50 0.93 4.18
H 2.91 -2.22 -2.19
H 4.18 5.83 -0.56
H 3.79 0.31 -2.48
H 2.30 -1.77 4.87
H -1.20 3.94 1.95
H -4.87 0.24 2.03
H -6.97 -0.14 -0.20
H -3.83 -2.49 4.73
H -0.13 3.40 -6.34
H 5.98 5.24 1.02
H 4.50 3.38 0.01
H -6.07 -1.39 2.97
H 0.57 -6.66 2.05
H -0.76 -3.62 -3.73
H 1.42 -5.18 1.69
H 2.92 6.00 0.60
H -1.75 -2.98 2.43
H 4.49 -1.06 -5.44
H -1.36 2.21 -3.85
H 5.86 3.77 1.95
H -3.82 -0.66 -0.44
H -2.59 -2.38 -2.51
*
```